Entry 1:
14
Properties=species:S:1:pos:R:3:lowdin_charge:R:1 method="wB97M-V/def2-TZVPD" mol_weight_g_mol=82.13 total_charge=+1 lumo_ev=-4.3 de_lowest_ev=5.635 e_tot_ev=-6792.4533 smiles="C=C1C(C)=C1[NH3+]"
C 0.434 1.249 -2.368 0.06
C 0.108 0.628 -1.164 -0.06
C 0.358 -0.208 -0.069 -0.24
C 1.354 -1.302 0.303 0.00
C -0.828 0.245 0.252 -0.07
N -1.864 0.490 1.148 0.19
H 1.541 1.060 -2.472 0.09
H -0.157 2.074 -2.757 0.06
H 0.951 -2.204 -0.244 0.11
H 1.371 -1.390 1.470 0.12
H 2.312 -1.151 -0.115 0.06
H -2.321 1.424 0.885 0.22
H -1.467 0.382 2.137 0.22
H -2.656 -0.264 1.061 0.23

***

Entry 2:
17
Properties=species:S:1:pos:R:3:lowdin_charge:R:1 method="wB97M-V/def2-TZVPD" mol_weight_g_mol=132.47 lumo_ev=-2.5 de_lowest_ev=3.216 e_tot_ev=-23126.6400
Li -0.595 -3.938 -2.119 0.86
Cl 0.241 -0.935 -0.246 -0.77
O 4.263 -0.976 1.737 -0.06
H 4.454 -1.869 1.451 0.02
H 3.486 -0.725 1.237 0.01
O 0.378 2.627 2.617 -0.06
H 0.696 1.802 2.251 0.02
H -0.353 2.874 2.051 0.02
O -2.697 2.045 -1.973 -0.06
H -2.838 2.754 -1.345 0.03
H -1.991 1.523 -1.591 0.01
O -0.733 0.135 -5.313 -0.06
H -0.417 0.857 -5.857 0.03
H -0.792 0.506 -4.433 0.03
O -1.030 -2.605 3.941 -0.06
H -1.418 -1.879 4.430 0.03
H -0.654 -2.196 3.162 0.02

***

Entry 3:
23
Properties=species:S:1:pos:R:3:lowdin_charge:R:1 method="wB97M-V/def2-TZVPD" mol_weight_g_mol=122.21 lumo_ev=1.0 de_lowest_ev=1.686 e_tot_ev=-9558.4952 smiles=Cc1ccccc1.CC
C -1.247 -0.619 2.708 -0.06
C -1.279 -0.225 1.206 -0.28
C -1.529 -1.214 0.221 -0.10
C -1.606 -0.866 -1.068 -0.07
C -1.474 0.597 -1.397 -0.07
C -1.217 1.533 -0.400 -0.12
C -0.972 1.097 0.881 -0.09
H -1.593 0.109 3.488 0.08
H -0.189 -1.066 2.860 0.11
H -1.995 -1.444 2.609 0.07
H -1.585 -2.244 0.582 0.12
H -1.892 -1.499 -1.909 0.10
H -1.623 0.872 -2.388 0.07
H -1.259 2.596 -0.746 0.12
H -0.666 1.894 1.622 0.13
C 1.884 -0.241 -1.217 -0.22
C 3.177 0.319 -0.824 -0.21
H 1.703 0.004 -2.358 0.11
H 1.813 -1.364 -1.090 0.08
H 1.027 -0.057 -0.604 0.01
H 4.003 0.042 -1.464 0.05
H 3.374 0.278 0.266 0.07
H 3.145 1.495 -0.978 0.10

***

Entry 4:
100
Properties=species:S:1:pos:R:3:lowdin_charge:R:1 method="wB97M-V/def2-TZVPD" mol_weight_g_mol=788.42 total_charge=-1 lumo_ev=1.2 e_tot_ev=-124207.7267
C -1.378 0.249 1.752 -0.09
C -2.931 0.766 1.414 -0.24
O -3.753 0.617 2.627 -0.24
C -4.829 -0.379 2.448 -0.17
C -4.351 -1.758 3.195 -0.18
O -4.506 -2.986 2.397 -0.30
C -3.788 -2.909 1.115 -0.41
Ga -2.804 -4.637 0.549 0.17
H -0.628 0.463 0.869 0.07
H -1.385 -0.923 1.973 0.08
H -1.011 0.755 2.746 0.08
H -2.967 1.916 1.126 0.13
H -3.279 0.114 0.501 0.12
H -5.192 -0.509 1.343 0.13
H -5.767 0.050 3.049 0.12
H -3.256 -1.607 3.633 0.11
H -5.051 -1.878 4.154 0.12
H -4.618 -2.699 0.284 0.06
H -3.034 -2.002 1.033 0.04
H -1.234 -4.230 0.395 -0.16
H -3.006 -5.870 1.548 -0.16
H -3.286 -4.978 -0.970 -0.16
C 3.140 3.095 -0.140 -0.02
C 3.418 1.656 0.242 -0.35
C 3.892 0.806 -0.897 -0.12
O 3.501 -0.493 -0.489 0.07
C 2.406 -0.328 0.318 -0.50
O 1.689 -1.233 0.702 0.13
O 2.223 0.992 0.626 0.07
H 2.567 3.600 0.647 0.09
H 4.073 3.645 -0.303 0.09
H 2.539 3.158 -1.055 0.09
H 4.107 1.619 1.094 0.16
H 4.975 0.858 -1.036 0.12
H 3.400 1.031 -1.849 0.14
C 1.337 -2.965 3.454 -0.02
C 0.457 -3.264 4.651 -0.34
C -0.458 -2.140 5.028 -0.11
O -0.680 -2.380 6.407 0.06
C 0.434 -3.031 6.867 -0.51
O 0.680 -3.232 8.042 0.12
O 1.236 -3.416 5.828 0.08
H 2.147 -3.699 3.377 0.09
H 0.755 -2.983 2.526 0.08
H 1.812 -1.980 3.542 0.08
H -0.089 -4.201 4.491 0.17
H -1.401 -2.164 4.475 0.12
H -0.007 -1.149 4.919 0.14
C -6.259 0.938 6.340 -0.01
C -6.921 1.960 5.438 -0.35
C -7.576 3.087 6.177 -0.12
O -8.571 3.511 5.261 0.06
C -8.897 2.410 4.513 -0.49
O -9.847 2.349 3.755 0.12
O -8.018 1.388 4.742 0.09
H -6.022 0.025 5.780 0.08
H -5.334 1.336 6.770 0.10
H -6.920 0.640 7.162 0.09
H -6.205 2.322 4.691 0.16
H -6.881 3.903 6.398 0.14
H -8.069 2.779 7.104 0.14
C 7.167 -1.539 -4.013 -0.01
C 6.903 -0.082 -4.337 -0.34
C 8.131 0.775 -4.323 -0.11
O 7.601 2.058 -4.041 0.06
C 6.455 1.849 -3.321 -0.50
O 5.833 2.723 -2.746 0.13
O 6.109 0.526 -3.329 0.07
H 6.229 -2.061 -3.789 0.09
H 7.660 -2.044 -4.851 0.08
H 7.804 -1.643 -3.126 0.09
H 6.357 -0.001 -5.284 0.17
H 8.652 0.775 -5.285 0.13
H 8.843 0.514 -3.534 0.15
C -9.869 0.827 0.917 -0.01
C -9.186 1.346 -0.333 -0.35
C -9.057 0.325 -1.422 -0.12
O -7.936 0.798 -2.148 0.06
C -7.161 1.486 -1.251 -0.51
O -6.028 1.872 -1.473 0.13
O -7.829 1.670 -0.072 0.08
H -9.714 1.516 1.756 0.06
H -10.945 0.707 0.754 0.09
H -9.458 -0.142 1.226 0.10
H -9.685 2.257 -0.682 0.16
H -9.943 0.283 -2.063 0.14
H -8.833 -0.682 -1.058 0.14
C 10.758 1.468 -10.364 -0.02
C 10.609 1.195 -8.880 -0.35
C 11.856 0.680 -8.230 -0.12
O 11.343 -0.037 -7.120 0.06
C 10.092 -0.461 -7.483 -0.51
O 9.426 -1.263 -6.854 0.13
O 9.696 0.133 -8.650 0.09
H 9.776 1.596 -10.834 0.09
H 11.352 2.372 -10.537 0.09
H 11.247 0.632 -10.878 0.09
H 10.219 2.085 -8.372 0.16
H 12.518 1.485 -7.897 0.15
H 12.426 -0.014 -8.855 0.14

***

Entry 5:
17
Properties=species:S:1:pos:R:3:lowdin_charge:R:1 method="wB97M-V/def2-TZVPD" mol_weight_g_mol=102.14 lumo_ev=1.0 de_lowest_ev=4.859 e_tot_ev=-9334.1283 smiles="[H]/N=N/C.C/C=C/O"
H -0.353 -1.971 -2.137 0.04
N -1.140 -1.698 -1.585 0.05
N -1.314 -2.404 -0.584 -0.14
C -2.313 -1.945 0.315 -0.13
H -1.647 -1.453 1.065 0.09
H -3.080 -1.439 -0.089 0.03
H -2.695 -2.919 0.764 0.10
C 1.369 2.743 -0.233 -0.11
C 1.564 1.342 0.195 -0.17
C 0.653 0.403 0.539 -0.20
O 0.856 -0.856 1.079 0.00
H 0.421 2.689 -0.664 0.05
H 2.132 2.963 -1.056 0.11
H 1.431 3.371 0.545 0.03
H 2.681 1.263 0.274 0.11
H -0.290 0.671 0.167 0.09
H 1.723 -0.761 1.402 0.07

***

Entry 6:
50
Properties=species:S:1:pos:R:3:lowdin_charge:R:1 method="wB97M-V/def2-TZVPD" mol_weight_g_mol=368.86 lumo_ev=0.7 e_tot_ev=-42758.9318 smiles="COc1cc([C@@H](C)N(C(=O)[C@H]2CNCCO2)C2CC2)cc(Cl)c1OC"
C 0.737 -1.517 -3.834 -0.01
O 0.694 -2.023 -2.404 -0.09
C 1.437 -1.176 -1.609 -0.23
C 0.726 -0.116 -1.085 0.07
C 1.294 0.892 -0.147 -0.10
C 0.439 1.887 0.662 -0.25
C 1.116 3.266 0.708 -0.06
N -1.063 1.993 0.378 0.02
C -1.997 1.079 0.804 -0.34
O -3.193 1.434 0.930 0.03
C -1.623 -0.309 1.511 -0.12
C -2.480 -0.590 2.907 -0.14
N -2.206 -1.940 3.448 -0.07
C -2.413 -3.016 2.396 -0.17
C -1.494 -2.702 1.182 -0.24
O -1.861 -1.486 0.592 -0.13
C -1.589 3.240 -0.250 -0.23
C -2.410 3.179 -1.577 -0.10
C -0.961 3.585 -1.634 -0.11
C 2.678 0.770 0.033 -0.08
C 3.408 -0.229 -0.508 -0.54
Cl 5.143 -0.403 -0.235 0.72
C 2.837 -1.201 -1.312 -0.32
O 3.560 -2.228 -1.708 -0.14
C 3.736 -3.254 -0.660 -0.04
H 1.482 -0.742 -3.971 0.08
H -0.237 -1.094 -4.012 0.08
H 0.998 -2.299 -4.613 0.10
H -0.315 -0.105 -1.147 0.09
H 0.549 1.531 1.678 0.13
H 0.562 4.160 1.068 0.09
H 1.462 3.474 -0.273 0.06
H 1.989 3.226 1.515 0.12
H -0.566 -0.217 1.767 0.11
H -2.225 0.254 3.580 0.12
H -3.562 -0.467 2.607 0.12
H -2.773 -2.187 4.289 0.12
H -3.368 -3.057 1.981 0.09
H -2.032 -3.976 2.721 0.11
H -1.651 -3.454 0.318 0.15
H -0.431 -2.796 1.475 0.12
H -1.992 3.967 0.519 0.16
H -2.755 2.128 -1.858 0.13
H -3.094 3.985 -1.616 0.08
H -0.798 4.641 -1.867 0.10
H -0.184 2.906 -2.095 0.12
H 3.135 1.468 0.659 0.09
H 2.946 -3.173 0.113 0.09
H 3.549 -4.218 -1.250 0.11
H 4.797 -3.089 -0.179 0.09

***

Entry 7:
10
Properties=species:S:1:pos:R:3:lowdin_charge:R:1 method="wB97M-V/def2-TZVPD" mol_weight_g_mol=78.14 lumo_ev=0.5 de_lowest_ev=2.193 e_tot_ev=-14947.3943 smiles=CNSN
C -1.533 -0.175 0.241 -0.13
N -0.407 -0.827 -0.428 -0.57
S 1.082 -1.275 0.068 0.76
N 2.218 0.598 -0.128 -0.20
H -2.316 -0.846 0.099 0.05
H -1.261 -0.316 1.239 0.04
H -1.622 0.928 -0.008 0.11
H -0.276 -0.756 -1.415 0.03
H 3.187 0.322 -0.077 -0.05
H 2.011 1.121 0.718 -0.05

***

Entry 8:
121
Properties=species:S:1:pos:R:3:lowdin_charge:R:1 method="wB97M-V/def2-TZVPD" mol_weight_g_mol=960.91 total_charge=-2 lumo_ev=3.7 de_lowest_ev=0.031 e_tot_ev=-262281.0444
Na -0.130 -0.348 0.332 -0.06
C -4.141 4.468 2.436 -0.08
C -3.465 3.979 3.716 -0.27
N -2.019 3.882 3.592 -0.14
C -1.247 5.112 3.775 -0.23
C -0.807 5.791 2.485 -0.09
C -1.361 2.683 3.349 -0.77
S -2.146 1.173 3.448 0.62
N -0.056 2.863 3.092 0.08
C 0.720 2.050 2.374 -0.46
O 0.390 1.205 1.533 -0.10
C 2.214 2.222 2.592 -0.12
C 3.058 1.170 2.256 -0.03
C 4.428 1.273 2.475 -0.08
C 4.966 2.434 3.010 -0.11
C 4.128 3.500 3.324 -0.11
C 2.757 3.390 3.122 -0.04
H -5.229 4.367 2.519 0.07
H -3.805 3.858 1.590 0.07
H -3.909 5.516 2.222 0.06
H -3.833 2.993 3.960 0.04
H -3.698 4.652 4.545 0.10
H -0.360 4.868 4.354 0.10
H -1.864 5.793 4.363 0.10
H -0.212 5.083 1.905 0.05
H -0.190 6.673 2.700 0.07
H -1.664 6.106 1.884 0.06
H 2.629 0.261 1.842 0.09
H 5.076 0.438 2.227 0.10
H 6.034 2.507 3.193 0.09
H 4.546 4.413 3.734 0.09
H 2.088 4.206 3.367 0.09
C -3.167 1.215 -2.958 -0.32
As -1.650 0.915 -1.750 1.11
C -2.797 0.534 -0.211 -0.31
C -1.360 2.828 -1.236 -0.34
C -0.298 3.581 -2.075 -0.65
C -0.512 3.313 -3.575 -0.08
C 1.127 3.171 -1.641 -0.35
As 1.603 1.257 -1.361 1.18
C 1.752 0.673 -3.234 -0.31
C 3.517 1.708 -1.180 -0.31
C -0.511 5.083 -1.806 -0.39
As 0.702 6.528 -2.367 1.10
C 2.156 6.278 -1.073 -0.35
C 1.691 5.871 -3.932 -0.37
H -3.817 1.986 -2.544 0.01
H -3.707 0.269 -3.013 0.02
H -2.854 1.495 -3.961 0.00
H -3.690 1.159 -0.231 0.03
H -2.269 0.716 0.733 -0.03
H -3.083 -0.518 -0.250 0.01
H -1.040 2.809 -0.186 0.07
H -2.320 3.356 -1.270 0.07
H -0.408 2.252 -3.803 0.05
H 0.211 3.863 -4.182 0.05
H -1.519 3.623 -3.873 0.08
H 1.333 3.621 -0.661 0.07
H 1.859 3.574 -2.341 0.03
H 1.898 1.516 -3.915 0.01
H 0.854 0.116 -3.507 0.01
H 2.599 -0.010 -3.312 0.01
H 3.864 2.297 -2.031 0.02
H 4.092 0.782 -1.127 0.01
H 3.682 2.266 -0.258 0.00
H -0.575 5.245 -0.731 0.05
H -1.480 5.377 -2.207 0.05
H 1.753 6.316 -0.059 0.01
H 2.872 7.092 -1.191 0.00
H 2.670 5.325 -1.211 0.01
H 1.049 5.847 -4.812 0.01
H 2.129 4.886 -3.773 0.00
H 2.492 6.590 -4.110 0.01
C -3.546 -6.760 0.912 -0.05
C -2.996 -5.944 2.092 -0.56
C -1.791 -6.681 2.703 -0.05
C -4.088 -5.843 3.158 -0.08
C -2.521 -4.569 1.620 -0.18
C -2.898 -3.378 2.260 -0.03
C -2.237 -2.215 1.905 -0.14
N -1.289 -2.137 0.967 0.06
C -1.047 -3.242 0.219 -0.33
C -1.607 -4.477 0.596 0.00
C -0.088 -3.111 -0.941 -0.70
C 0.458 -4.381 -1.522 -0.09
C 1.687 -4.460 -2.072 -0.22
C 2.550 -3.301 -2.017 -0.08
C 2.076 -2.205 -1.333 -0.25
N 0.887 -2.055 -0.744 -0.06
C 2.198 -5.782 -2.650 -0.56
C 3.294 -5.548 -3.699 -0.08
C 2.794 -6.617 -1.506 -0.06
C 1.066 -6.576 -3.312 -0.07
H -3.795 -7.777 1.237 0.08
H -2.820 -6.826 0.098 0.07
H -4.451 -6.291 0.512 0.09
H -2.106 -7.633 3.151 0.08
H -1.323 -6.065 3.477 0.09
H -1.033 -6.886 1.940 0.08
H -4.422 -6.849 3.431 0.07
H -4.954 -5.283 2.788 0.08
H -3.720 -5.349 4.062 0.08
H -3.647 -3.345 3.039 0.09
H -2.457 -1.288 2.434 0.04
H -1.289 -5.367 0.070 0.09
H -0.234 -5.212 -1.596 0.07
H 3.543 -3.282 -2.447 0.06
H 2.752 -1.356 -1.203 0.07
H 4.197 -5.128 -3.247 0.07
H 2.949 -4.856 -4.476 0.09
H 3.566 -6.499 -4.174 0.07
H 3.621 -6.074 -1.035 0.08
H 3.170 -7.584 -1.873 0.07
H 2.035 -6.797 -0.740 0.08
H 0.526 -5.951 -4.029 0.09
H 0.344 -6.938 -2.575 0.07
H 1.475 -7.448 -3.838 0.07
O 2.029 -1.883 1.965 -0.10
H 1.228 -1.564 2.408 0.03
H 1.743 -2.002 1.016 0.01
S -1.573 -2.574 -2.125 0.31

***

Entry 9:
101
Properties=species:S:1:pos:R:3:lowdin_charge:R:1 method="wB97M-V/def2-TZVPD" mol_weight_g_mol=1063.03 lumo_ev=-2.3 e_tot_ev=-237423.0447
C -0.695 3.067 2.412 0.19
C -0.406 2.320 1.527 -0.32
N -0.202 1.247 0.615 -0.35
Br 1.522 1.793 -0.052 0.95
C -1.262 1.080 -0.441 -0.26
C -2.707 0.855 0.095 0.01
C -3.213 1.524 1.365 -0.44
O -3.508 2.654 1.531 0.15
F -3.437 0.697 2.423 0.08
C -1.344 2.249 -1.469 -0.10
C -2.064 3.533 -1.049 -0.73
O -3.217 3.702 -1.245 0.08
Cl -1.164 4.928 -0.339 0.67
C -0.955 -0.158 -1.366 -0.25
C 0.051 0.087 -2.555 -0.19
N -0.593 0.126 -3.903 0.05
C -2.277 -0.636 -2.108 -0.65
O -2.406 -1.856 -2.245 0.04
O -3.120 0.188 -2.571 -0.06
O -0.521 -1.332 -0.695 0.00
C 0.046 -1.380 0.575 -0.38
C -0.840 -2.398 1.374 -0.14
O -2.203 -2.077 1.236 -0.14
C -2.937 -3.149 0.637 -0.21
C -4.361 -2.644 0.356 -0.20
C -5.078 -2.392 1.725 -0.08
C 1.400 -2.173 0.457 -0.21
C 2.454 -1.663 -0.544 -0.66
C 3.890 -1.711 0.075 -0.21
Br 2.563 -2.935 -2.086 0.70
C 0.099 -0.083 1.448 -0.50
I 2.086 0.335 2.390 1.11
N -0.855 -0.069 2.553 0.02
C -0.443 -0.240 3.705 -0.82
S -0.346 -0.989 5.102 0.77
H -0.971 3.548 3.329 0.09
H -2.976 -0.204 0.220 0.11
H -3.386 1.221 -0.688 0.14
H -1.894 1.902 -2.360 0.13
H -0.362 2.558 -1.846 0.08
H 0.708 0.955 -2.498 0.02
H 0.701 -0.794 -2.607 0.08
H 0.084 -0.212 -4.581 0.05
H -0.669 1.114 -4.134 0.07
H -0.507 -2.509 2.422 0.12
H -0.709 -3.405 0.953 0.13
H -2.951 -4.007 1.328 0.13
H -2.510 -3.432 -0.338 0.12
H -4.324 -1.712 -0.220 0.08
H -4.906 -3.374 -0.251 0.11
H -4.603 -3.042 2.474 0.07
H -6.132 -2.685 1.669 0.06
H -4.951 -1.350 2.026 0.05
H 1.803 -2.443 1.442 0.10
H 1.077 -3.138 0.049 0.09
H 2.269 -0.706 -1.026 0.03
H 4.595 -1.090 -0.478 0.06
H 4.226 -2.742 -0.065 0.02
H 3.885 -1.543 1.154 0.00
C 3.776 4.408 -2.253 -0.06
C 3.099 3.216 -2.750 -0.28
N 2.565 2.274 -3.129 0.15
H 3.073 5.229 -2.116 0.09
H 4.255 4.218 -1.293 0.08
H 4.545 4.740 -2.949 0.09
C 0.515 -3.463 8.887 -0.07
C 1.322 -2.981 7.775 -0.29
N 1.957 -2.602 6.899 0.12
H 0.989 -4.312 9.377 0.08
H 0.373 -2.684 9.635 0.08
H -0.470 -3.782 8.548 0.08
C 6.866 -4.157 -2.516 -0.06
C 6.753 -3.259 -1.376 -0.26
N 6.663 -2.547 -0.481 0.14
H 7.758 -4.778 -2.439 0.08
H 6.003 -4.819 -2.580 0.08
H 6.927 -3.600 -3.449 0.09
C -6.015 -0.942 -2.589 -0.07
C -6.899 -1.697 -1.710 -0.29
N -7.590 -2.296 -1.015 0.12
H -5.238 -0.420 -2.031 0.05
H -5.511 -1.595 -3.299 0.09
H -6.569 -0.196 -3.159 0.08
C 5.816 -1.105 3.554 -0.07
C 5.732 0.297 3.167 -0.31
N 5.652 1.400 2.856 0.13
H 4.835 -1.498 3.824 0.07
H 6.207 -1.713 2.738 0.08
H 6.472 -1.235 4.414 0.08
C -2.137 8.387 1.748 -0.07
C -0.854 7.871 1.293 -0.31
N 0.155 7.457 0.935 0.11
H -2.806 8.568 0.907 0.08
H -2.629 7.682 2.417 0.08
H -2.014 9.327 2.284 0.08
C 0.476 0.962 -7.817 -0.07
C 1.550 0.676 -6.875 -0.29
N 2.386 0.447 -6.125 0.13
H -0.466 0.530 -7.480 0.08
H 0.328 2.035 -7.931 0.08
H 0.697 0.551 -8.801 0.08

***

Entry 10:
36
Properties=species:S:1:pos:R:3:lowdin_charge:R:1 method="wB97M-V/def2-TZVPD" mol_weight_g_mol=697.87 total_charge=-2 lumo_ev=3.4 de_lowest_ev=3.443 e_tot_ev=-119118.7174
Cd 23.157 -11.432 -3.996 1.40
C 22.139 -14.799 -2.792 -0.11
C 21.337 -14.084 -3.845 -0.50
O 22.061 -13.166 -4.558 -0.42
H 21.509 -15.596 -2.397 0.06
H 22.373 -14.139 -1.956 0.06
H 23.124 -15.208 -3.019 0.05
H 20.445 -13.642 -3.400 0.08
H 20.865 -14.816 -4.501 0.08
N 22.717 -10.722 -2.243 -0.44
S 23.566 -10.388 -1.037 0.45
O 23.783 -11.448 -0.062 -0.26
O 23.713 -8.972 -0.719 -0.26
F 24.875 -10.546 -2.002 -0.24
S 21.269 -10.204 -1.499 0.63
O 21.055 -8.739 -1.444 -0.28
O 20.481 -11.091 -0.672 -0.26
F 20.425 -10.578 -2.864 -0.26
N 23.882 -10.083 -5.195 -0.39
S 23.536 -8.400 -5.225 0.60
O 22.846 -7.837 -6.395 -0.28
O 24.244 -7.478 -4.349 -0.25
F 22.174 -8.592 -4.326 -0.25
S 25.071 -9.755 -6.176 0.42
O 26.257 -9.185 -5.565 -0.25
O 24.898 -9.346 -7.566 -0.27
F 25.501 -11.245 -6.358 -0.18
N 27.319 -13.621 -4.648 -0.26
S 25.853 -13.636 -3.778 0.64
O 24.950 -12.500 -3.857 -0.43
O 25.884 -14.331 -2.471 -0.29
F 25.004 -14.688 -4.713 -0.21
S 28.116 -12.821 -3.606 0.43
O 28.763 -13.571 -2.525 -0.32
O 27.629 -11.495 -3.357 -0.28
F 29.377 -12.594 -4.581 -0.22